This record from the OMol25 dataset describes 7 unconnected molecules or ions with the total composition C19H36N6P. The level of theory is ωB97M-V/def2-TZVPD.

## Properties
HOMO energy = -13.4 eV
charge = +1
gap between HOMO and LUMO = 11.287 eV
energy relative to the best compared isomer or geometry (same formula, charge and spin) = 0.0 kcal/mol

XYZ file:
```
62
Properties=species:S:1:pos:R:3:mulliken_charge:R:1
C -1.31486 1.56449 -0.22049 -0.35
C -1.87716 0.75009 -1.38267 -0.34
C -3.10370 0.02933 -0.85020 -1.21
C -2.94955 -1.41350 -0.36928 -0.75
C -3.15281 -1.39782 1.14218 -0.47
C -2.09336 -1.97192 2.03632 -1.09
C -0.76126 -1.28803 1.96576 -0.30
P 0.28178 -2.05613 0.69765 0.12
H -0.27573 1.74528 -0.32194 0.35
H -1.79816 2.49436 -0.10363 0.29
H -1.52435 1.00916 0.66204 -0.52
H -1.15175 0.08527 -1.78109 0.16
H -2.19074 1.41544 -2.13995 0.35
H -3.80725 0.03281 -1.63996 0.53
H -3.53015 0.61145 -0.07682 0.53
H -2.06076 -1.88817 -0.70393 0.45
H -3.73805 -1.96024 -0.80529 0.39
H -4.01772 -1.96372 1.36215 0.46
H -3.35850 -0.40436 1.44812 0.11
H -1.97334 -3.01781 1.94549 0.48
H -2.44967 -1.82753 3.02191 0.33
H -0.23974 -1.48880 2.86638 0.43
H -0.81739 -0.23500 1.90432 0.40
H 0.59428 -1.14125 -0.30178 0.12
H 1.45222 -2.52003 1.28434 0.16
H -0.36532 -3.12550 0.10023 0.20
C -1.06020 -1.95389 6.26265 -0.86
C -0.81303 -3.18138 5.52625 0.43
N -0.62334 -4.13539 4.93149 -0.44
H -0.31658 -1.19867 6.01991 0.28
H -2.04198 -1.55080 6.02663 0.29
H -1.01938 -2.13222 7.33342 0.34
C 5.19616 -1.76323 1.57487 -0.82
C 4.07507 -0.97160 2.04784 0.37
N 3.20528 -0.33368 2.42112 -0.38
H 6.05453 -1.12977 1.36985 0.30
H 5.49007 -2.49877 2.31878 0.28
H 4.94062 -2.29051 0.65910 0.28
C 1.08296 -0.35952 -5.16838 -0.78
C 1.32269 -1.33221 -4.13117 0.43
N 1.50596 -2.10242 -3.31115 -0.44
H 0.88133 0.61313 -4.74699 0.26
H 1.94232 -0.26307 -5.81684 0.21
H 0.22788 -0.64222 -5.77935 0.30
C 5.91059 -0.61844 -6.42179 -0.83
C 4.79440 0.23455 -6.06134 0.42
N 3.91851 0.90742 -5.77776 -0.41
H 6.79483 -0.02516 -6.63725 0.29
H 6.15064 -1.30262 -5.61262 0.27
H 5.67647 -1.20748 -7.30420 0.28
C 1.38953 4.82195 -0.50396 -0.84
C 0.24796 4.77718 -1.39588 0.41
N -0.65184 4.74429 -2.09261 -0.41
H 1.83041 5.81469 -0.49260 0.34
H 1.09718 4.56990 0.51256 0.26
H 2.15441 4.11826 -0.82291 0.26
C -4.03990 3.46905 2.38438 -0.99
C -3.49249 2.23293 2.91057 0.50
N -3.05068 1.25762 3.30372 -0.40
H -4.27203 4.16121 3.18900 0.36
H -3.33128 3.95267 1.71695 0.26
H -4.95401 3.28037 1.82784 0.29
```